(1)
C21H30BF5GaN7OTe as an isolated structure. Source: the Open Molecules 2025 dataset; level of theory: wB97M-V/def2-TZVPD.

Values from the calculation:
LUMO level (eV): -0.356
ΔE to the lowest compared entry with this formula, charge and spin (kJ/mol): 125.8
Highest occupied orbital energy (eV): -9.0229
Gap between HOMO and LUMO (eV): 8.667

Geometry as ORCA input:
```
! wB97M-V def2-TZVPD RIJCOSX def2/J DEFGRID3
* xyz 0 1
Ga 0.880 0.035 -0.256
C -0.018 2.461 2.086
C 0.181 1.054 2.567
C 0.162 0.566 3.889
C 0.399 -0.789 3.806
C 0.556 -1.800 4.895
N 0.542 -1.096 2.500
N 0.413 0.041 1.745
B 0.797 -2.452 1.826
N 2.139 -2.384 1.055
N 2.459 -1.234 0.360
C 3.693 -1.375 -0.101
C 4.354 -0.289 -0.898
C 4.200 -2.625 0.311
C 3.197 -3.222 1.050
C 3.180 -4.554 1.731
N -1.915 -2.381 0.984
N -2.009 -0.935 1.234
C -2.797 -0.479 0.341
C -3.136 0.966 0.251
C -3.384 -1.530 -0.504
C -2.912 -2.691 -0.113
C -3.289 -4.064 -0.558
H -0.612 3.015 2.815
H 0.943 2.959 1.961
H -0.503 2.499 1.109
H 0.004 1.140 4.794
H 0.468 -1.305 5.860
H -0.198 -2.592 4.847
H 1.536 -2.282 4.843
H 0.793 -3.351 2.636
H 3.766 0.629 -0.857
H 5.354 -0.100 -0.506
H 4.447 -0.580 -1.945
H 5.187 -3.027 0.116
H 4.132 -5.057 1.572
H 3.017 -4.456 2.809
H 2.384 -5.187 1.334
H -2.687 1.377 -0.658
H -4.219 1.081 0.185
H -2.740 1.517 1.105
H -4.094 -1.362 -1.304
H -4.228 -3.990 -1.109
H -2.548 -4.507 -1.212
H -3.443 -4.739 0.288
F -0.612 3.423 -1.209
Te -0.239 1.871 -2.323
F 1.553 0.021 -2.036
F -0.615 0.461 -3.616
F -2.031 2.261 -2.799
F 1.736 1.695 -0.104
O -0.746 0.776 -0.929
C 1.016 -2.543 -2.749
C 0.435 -2.870 -1.417
C 0.330 -4.246 -0.905
C -0.286 -4.192 0.272
C -0.445 -2.753 0.605
C -2.317 -3.032 2.277
N -0.048 -2.008 -0.568
H 0.923 -3.419 -3.397
H 2.074 -2.294 -2.648
H 0.526 -1.675 -3.191
H 0.692 -5.130 -1.422
H -0.528 -5.024 0.928
H -2.151 -4.102 2.215
H -3.366 -2.810 2.436
H -1.718 -2.593 3.064
*
```

Atomic partial charges in e from the Löwdin method, atoms 1 to 6:
1 Ga 0.1008
2 C -0.0169
3 C -0.2774
4 C 0.0336
5 C -0.2756
6 C -0.0209



(2)
A 2-piece molecular cluster, C20H36F3N2O8 overall at a distorted geometry. Source: the Open Molecules 2025 dataset; level of theory: wB97M-V/def2-TZVPD.

Values from the calculation:
LUMO level (eV): -3.958
Highest occupied orbital energy (eV): -12.0680
Gap between HOMO and LUMO (eV): 8.110

Geometry as ORCA input:
```
! wB97M-V def2-TZVPD RIJCOSX def2/J DEFGRID3
* xyz 1 1
C 2.205 5.518 1.063
C 1.703 5.319 -0.500
O 0.217 5.436 -0.654
C -0.397 4.092 -0.390
C -0.466 3.245 -1.788
C -0.590 1.613 -1.609
F -0.416 1.047 -3.000
N -1.992 1.155 -1.183
O -2.319 -0.071 -1.630
C -2.158 1.244 0.315
C -0.914 0.648 1.198
F -0.920 -0.859 1.300
N -1.067 1.274 2.602
C -1.744 0.427 3.441
C -0.907 -0.052 4.807
C -3.283 -0.112 3.270
O 0.428 1.030 0.745
C 0.601 0.931 -0.707
F 1.849 1.725 -1.023
C 0.964 -0.615 -1.233
C 1.975 -1.419 -0.218
C 2.919 -2.406 -1.171
C 4.286 -2.934 -0.385
O 4.123 -3.979 0.457
O 5.624 -2.330 -0.543
C 5.557 -0.898 -0.181
C 5.298 -0.638 1.434
H 1.798 6.515 1.528
H 3.391 5.435 1.161
H 1.792 4.613 1.723
H 2.139 4.346 -0.997
H 2.165 6.239 -1.100
H 0.254 3.615 0.458
H -1.487 4.249 0.065
H -1.466 3.593 -2.340
H 0.402 3.449 -2.545
H -2.710 1.820 -1.602
H -3.155 -0.040 -2.181
H -2.427 2.354 0.597
H -3.132 0.607 0.580
H -1.412 0.569 5.692
H -1.052 -1.185 5.059
H 0.213 0.303 4.773
H -3.291 -0.793 2.294
H -3.560 -0.706 4.240
H -4.004 0.801 3.046
H 1.560 -0.443 -2.253
H 0.014 -1.236 -1.516
H 1.426 -2.118 0.544
H 2.703 -0.639 0.278
H 2.338 -3.394 -1.490
H 3.206 -1.871 -2.188
H 6.616 -0.405 -0.423
H 4.776 -0.292 -0.845
H 4.447 0.195 1.483
H 4.854 -1.575 1.992
H 6.267 -0.235 1.976
C -2.195 -3.448 -0.234
O -3.354 -3.300 -1.051
C -3.599 -4.354 -1.869
O -2.927 -5.370 -1.950
O -4.721 -4.082 -2.583
C -5.101 -5.112 -3.493
H -2.096 -2.547 0.379
H -2.300 -4.309 0.434
H -1.297 -3.543 -0.852
H -5.323 -6.039 -2.956
H -4.319 -5.274 -4.242
H -6.010 -4.788 -4.009
*
```

Atomic partial charges in e from the Löwdin method, atoms 1 to 6:
1 C -0.0994
2 C -0.2328
3 O -0.2094
4 C -0.1725
5 C -0.0274
6 C -0.1619



(3)
One molecule with the formula C4H6O. Source: the Open Molecules 2025 dataset; level of theory: wB97M-V/def2-TZVPD.

Values from the calculation:
LUMO level (eV): 1.008
ΔE to the lowest compared entry with this formula, charge and spin (kJ/mol): 126.9
Highest occupied orbital energy (eV): -10.1333
SMILES string: C#CCCO
Gap between HOMO and LUMO (eV): 11.141

Geometry as ORCA input:
```
! wB97M-V def2-TZVPD RIJCOSX def2/J DEFGRID3
* xyz 0 1
C 2.141 0.282 0.472
C 1.067 0.592 0.021
C -0.314 0.803 -0.414
C -1.102 -0.514 -0.262
O -0.850 -1.169 0.955
H 3.093 0.026 0.878
H -0.343 1.123 -1.461
H -0.758 1.599 0.194
H -0.872 -1.166 -1.119
H -2.174 -0.299 -0.281
H 0.111 -1.278 1.017
*
```

Atomic partial charges in e from the Löwdin method, atoms 1 to 6:
1 C 0.1147
2 C -0.1525
3 C -0.1852
4 C -0.2778
5 O -0.0686
6 H 0.0291



(4)
One molecule with the formula C8H17N at a distorted geometry. Source: the Open Molecules 2025 dataset; level of theory: wB97M-V/def2-TZVPD.

Values from the calculation:
LUMO level (eV): 0.977
ΔE to the lowest compared entry with this formula, charge and spin (kJ/mol): 10.4
Highest occupied orbital energy (eV): -9.0834
SMILES string: C=C(C(C)C)C(C)(C)N
Gap between HOMO and LUMO (eV): 10.061

Geometry as ORCA input:
```
! wB97M-V def2-TZVPD RIJCOSX def2/J DEFGRID3
* xyz 0 1
C -0.273 -1.217 1.445
C -0.118 -0.432 0.393
C -1.381 0.249 -0.275
C -2.656 -0.575 -0.118
C -1.574 1.647 0.312
C 1.202 -0.011 -0.199
C 1.214 -0.032 -1.730
C 2.343 -1.036 0.303
N 1.497 1.345 0.239
H 0.550 -1.667 1.971
H -1.247 -1.428 1.851
H -1.197 0.353 -1.346
H -2.499 -1.602 -0.441
H -3.450 -0.143 -0.727
H -3.002 -0.583 0.914
H -0.680 2.246 0.161
H -1.777 1.582 1.379
H -2.415 2.148 -0.168
H 0.672 0.822 -2.127
H 0.771 -0.952 -2.104
H 2.239 0.032 -2.090
H 3.275 -0.772 -0.194
H 2.089 -2.060 0.040
H 2.500 -0.954 1.377
H 2.398 1.644 -0.119
H 1.520 1.396 1.252
*
```

Atomic partial charges in e from the Löwdin method, atoms 1 to 6:
1 C 0.0697
2 C -0.2248
3 C -0.3698
4 C -0.0910
5 C -0.0768
6 C -0.5706



(5)
C20H28BaN5O4PSe4 as an isolated structure at a distorted geometry. Source: the Open Molecules 2025 dataset; level of theory: wB97M-V/def2-TZVPD.

Values from the calculation:
LUMO level (eV): 3.943
ΔE to the lowest compared entry with this formula, charge and spin (kJ/mol): 0.0
Highest occupied orbital energy (eV): -1.0155
Gap between HOMO and LUMO (eV): 4.958

Geometry as ORCA input:
```
! wB97M-V def2-TZVPD RIJCOSX def2/J DEFGRID3
* xyz -2 1
Ba -1.634 0.018 -0.971
O 0.780 -5.128 2.255
C -0.389 -4.536 2.569
C -1.242 -5.204 3.449
C -2.449 -4.644 3.824
C -2.831 -3.405 3.324
C -1.991 -2.749 2.441
C -0.771 -3.288 2.047
C 0.050 -2.544 1.028
O -0.489 -1.567 0.444
N 1.245 -3.064 0.796
N 1.987 -2.575 -0.254
C 2.203 -1.323 -0.333
C 2.898 -0.776 -1.507
C 3.560 -1.611 -2.414
C 4.139 -1.036 -3.527
C 4.030 0.340 -3.708
C 3.356 1.080 -2.755
N 2.812 0.543 -1.664
H 1.227 -4.501 1.606
H -0.922 -6.175 3.810
H -3.105 -5.186 4.497
H -3.785 -2.963 3.580
H -2.309 -1.810 2.003
H 1.870 -0.610 0.417
H 3.577 -2.675 -2.227
H 4.657 -1.646 -4.258
H 4.447 0.831 -4.577
H 3.215 2.149 -2.874
N -0.874 -0.684 -3.594
N -0.279 0.438 -4.191
C -0.043 1.633 -3.482
O 0.756 2.438 -3.984
O -0.702 1.768 -2.410
H -0.201 -1.437 -3.478
H -1.657 -1.043 -4.149
H 0.321 0.297 -4.988
Se -4.640 -0.620 0.009
Se -3.852 -2.701 -0.840
Se -4.906 -3.014 -2.978
Se -3.367 -2.653 -4.719
C 1.994 4.363 0.792
C 1.457 3.076 0.180
P -0.155 2.460 0.802
C -1.260 3.903 0.517
C -2.678 3.648 1.016
C 0.099 2.454 2.635
C -0.799 1.440 3.336
H 3.002 4.577 0.426
H 2.049 4.310 1.882
H 1.372 5.223 0.536
H 2.165 2.253 0.305
H 1.328 3.168 -0.903
H -1.255 4.054 -0.567
H -0.852 4.806 0.983
H -3.101 2.726 0.608
H -3.352 4.461 0.736
H -2.709 3.558 2.104
H -0.036 3.457 3.055
H 1.148 2.187 2.796
H -1.857 1.633 3.148
H -0.647 1.449 4.418
H -0.601 0.428 2.975
*
```

Atomic partial charges in e from the Löwdin method, atoms 1 to 6:
1 Ba 1.4981
2 O 0.0159
3 C -0.2843
4 C -0.0401
5 C -0.1091
6 C -0.0970



(6)
A 2-piece molecular cluster, CH6NOPS overall at a distorted geometry. Source: the Open Molecules 2025 dataset; level of theory: wB97M-V/def2-TZVPD.

Values from the calculation:
LUMO level (eV): -0.298
ΔE to the lowest compared entry with this formula, charge and spin (kJ/mol): 110.0
Highest occupied orbital energy (eV): -9.6230
SMILES string: CP(=O)=S.N
Gap between HOMO and LUMO (eV): 9.325

Geometry as ORCA input:
```
! wB97M-V def2-TZVPD RIJCOSX def2/J DEFGRID3
* xyz 0 1
C 1.785 -0.378 -1.085
P 3.209 0.317 -0.135
O 3.168 1.767 0.114
S 4.778 -0.756 0.308
H 0.946 -0.169 -0.464
H 1.613 0.276 -1.917
H 2.075 -1.422 -1.155
N -1.312 0.241 1.042
H -1.947 0.921 1.505
H -1.328 0.372 0.001
H -1.754 -0.655 1.339
*
```

Atomic partial charges in e from the Löwdin method, atoms 1 to 6:
1 C -0.1987
2 P 0.2717
3 O -0.4078
4 S 0.2236
5 H -0.0029
6 H 0.0475